#i
2 unconnected molecules or ions with the total composition C3H12N4O, computed with ωB97M-V/def2-TZVPD.

CARTESIAN COORDINATES (ANGSTROEM)
C 1.5932 -1.4982 -0.5697
C 2.3335 -0.5857 1.5244
N 1.3746 -0.4691 0.4370
C -0.7762 1.7131 -0.9764
O -0.2528 1.3881 -2.0361
H -0.4808 2.6160 -0.4140
H 0.8987 -1.3511 -1.4024
H 1.4207 -2.4991 -0.1607
H 2.6078 -1.4487 -0.9782
H 3.3599 -0.4727 1.1601
H 2.2400 -1.5458 2.0416
H 2.1552 0.2108 2.2533
N -1.8208 1.0247 -0.3573
N -2.2729 -0.1817 -0.8410
N -2.4353 1.4726 0.7791
H 0.4265 -0.5490 0.8062
H -1.4448 -0.6570 -1.2200
H -2.8179 0.0232 -1.6810
H -2.9547 0.6710 1.1412
H -3.1540 2.1386 0.4939

## Properties
E_LUMO ... 0.8452 eV
SMILES ... NN(N)C=O.CNC
M ... 120.16 u
Gap between HOMO and LUMO ... 9.544 eV
Net charge ... 0

***

#ii
2 unconnected molecules or ions with the total composition C3H12N4O, computed with ωB97M-V/def2-TZVPD.

CARTESIAN COORDINATES (ANGSTROEM)
C 2.1455 0.4706 0.3209
C 0.8515 1.4925 -1.4065
N 0.8258 0.6762 -0.2183
H -0.6523 0.6750 0.8854
H 2.6201 1.4239 0.5978
H 2.0792 -0.1370 1.2264
H -0.1631 1.5825 -1.8005
H 1.4941 1.0569 -2.1912
H 1.2448 2.4988 -1.1962
H 2.8082 -0.0460 -0.3928
C -1.2199 -0.3150 0.7859
N -0.7359 -1.4881 -1.1795
N -1.4167 -0.9164 2.0765
O -2.4587 -0.1327 0.1166
N -0.2667 -0.9967 -0.0317
H -3.0592 0.2692 0.7527
H -0.3224 -2.3567 -1.4853
H -1.6009 -1.1023 -1.5504
H -0.6283 -0.7346 2.6833
H -1.5452 -1.9203 2.0070

## Properties
E_LUMO (spin up / spin down) ... 0.7565 / 0.7564 eV
M ... 120.16 u
Gap between HOMO and LUMO (spin up / spin down) ... 8.116 / 8.055 eV
Net charge ... 0

***

Stability summary - winner: #i; margin: 192.1 kJ/mol.

***

#i
A gas-phase ion, C4H9N4 (charge +1), computed with ωB97M-V/def2-TZVPD.

CARTESIAN COORDINATES (ANGSTROEM)
C -0.6574 1.1996 0.5158
C 0.6461 -0.5470 -0.2629
C 1.7045 -1.4142 -0.6076
C -2.8191 0.0157 -0.1123
N -0.6068 -0.7786 -0.4571
N 0.7293 0.6811 0.3249
N -1.3877 0.2306 0.0228
N 1.8241 1.4087 0.6066
H -0.7882 1.8919 1.2947
H 1.4301 -1.8511 -1.4925
H 2.6969 -0.8627 -0.7669
H 1.8559 -2.3720 -0.0375
H -3.3884 0.9455 -0.3133
H -2.9360 -0.6809 -0.9746
H -3.0443 -0.4805 0.7408
H 2.1693 1.2014 1.5559
H 2.5715 1.4124 -0.0366

## Properties
E_LUMO ... -3.9983 eV
SMILES ... Cc1n[n+](C)cn1N
M ... 113.14 u
Gap between HOMO and LUMO ... 10.668 eV
Net charge ... +1

***

#ii
A gas-phase ion, C4H9N4 (charge +1), computed with ωB97M-V/def2-TZVPD.

CARTESIAN COORDINATES (ANGSTROEM)
C 0.4494 -1.2349 -0.1807
C -1.1338 -0.5672 -0.1235
C -0.9554 0.7647 0.0703
C 2.6187 0.0220 -0.0242
N 0.3975 1.0060 0.0190
N 1.1830 -0.1010 -0.0822
N -2.2313 -1.3992 -0.1102
N -1.8242 1.7628 0.0024
H 0.7675 -2.2418 -0.4533
H 2.9926 0.1450 -1.0429
H 2.8056 0.6511 0.8363
H 3.1060 -0.9843 0.1358
H 0.7608 2.0130 0.1073
H -2.7554 -1.5856 0.7641
H -1.8522 -2.3887 -0.2954
H -2.8120 1.5886 -0.2200
H -1.5169 2.5495 0.5972

## Properties
E_LUMO ... -3.5656 eV
SMILES ... Cn1cc(N)c(=[NH2+])[nH]1
M ... 113.14 u
Gap between HOMO and LUMO ... 8.482 eV
Net charge ... +1

***

Stability summary - winner: #i; margin: 34.6 kJ/mol.

***

#i
A gas-phase ion, C4H9N4 (charge +1), computed with ωB97M-V/def2-TZVPD.

CARTESIAN COORDINATES (ANGSTROEM)
C 2.5278 -0.6496 0.4804
C 2.3307 0.3446 -0.4942
C -1.8034 -0.9012 -0.7628
C -0.9478 -0.1061 0.6100
N 1.3278 -0.9585 0.9074
N 1.0244 0.6021 -0.5309
N 0.4666 -0.1920 0.3552
N -1.3760 1.2633 0.5652
H 3.3851 -1.0833 0.9112
H 3.0320 1.0704 -1.0321
H -1.5167 -0.2569 -1.6517
H -2.8556 -0.8191 -0.6947
H -1.4089 -1.8961 -0.8651
H -1.0856 -0.6433 1.5174
H -0.9512 1.8865 1.1624
H 0.3090 1.1071 -1.2053
H -2.4583 1.2321 0.7276

## Properties
E_LUMO ... -4.1618 eV
SMILES ... C[C@H](N)[n+]1ncc[nH]1
M ... 113.14 u
Gap between HOMO and LUMO ... 10.074 eV
Net charge ... +1

***

#ii
A gas-phase ion, C4H9N4 (charge +1), computed with ωB97M-V/def2-TZVPD.

CARTESIAN COORDINATES (ANGSTROEM)
C 0.4839 -0.3016 -2.0401
C -0.1002 -0.1638 -0.7484
C 0.9545 -0.1062 0.2434
C -1.5243 0.2050 -0.4956
N 1.7524 -0.3974 -1.8549
N 2.0823 -0.2388 -0.5735
N 0.9098 -0.2687 1.6133
N -1.4782 0.6567 0.9641
H 0.0015 -0.7594 -2.9218
H -1.7231 1.1222 -1.0688
H -2.2794 -0.6035 -0.7843
H 2.9963 -0.1001 -0.3529
H 0.6585 -1.2319 1.8365
H 1.8635 0.0874 2.1231
H -1.6813 1.6450 1.1173
H -0.6351 0.2189 1.4699
H -2.2812 0.2360 1.4728

## Properties
E_LUMO ... -3.4406 eV
SMILES ... Nc1[nH]ncc1C[NH3+]
M ... 113.14 u
Gap between HOMO and LUMO ... 9.492 eV
Net charge ... +1

***

Stability summary - winner: #ii; margin: 63.6 kJ/mol.

***

#i
A gas-phase ion, C2H5N2O (charge +1), computed with ωB97M-V/def2-TZVPD.

CARTESIAN COORDINATES (ANGSTROEM)
C -0.9636 0.3025 -0.0579
C 1.4836 -0.0497 0.1594
N -2.1618 0.0355 0.1776
N 0.1458 -0.6028 0.0052
O -3.2850 -0.1363 -0.0100
H -0.7914 1.3682 -0.4409
H 2.2345 -0.7351 -0.2877
H 1.8574 0.2864 1.1810
H 1.5566 0.9972 -0.3615
H -0.0762 -1.4658 -0.3651

## Properties
E_LUMO (spin up / spin down) ... -7.7352 / -7.7337 eV
SMILES ... C/[NH+]=C/N=O
M ... 73.07 u
Gap between HOMO and LUMO (spin up / spin down) ... 7.287 / 7.288 eV
Net charge ... +1

***

#ii
A gas-phase ion, C2H5N2O (charge +1), computed with ωB97M-V/def2-TZVPD.

CARTESIAN COORDINATES (ANGSTROEM)
C 0.6438 -0.3185 -0.2416
C -2.4790 -1.3856 -0.0822
N -1.3524 -1.4008 0.0567
N 0.9438 0.3518 0.9171
O -0.0785 -1.6111 0.0617
H -0.0704 0.1842 -0.8170
H 1.5398 -0.5800 -0.7291
H -3.4692 -1.1133 0.0077
H 0.3693 1.0724 1.3305
H 1.4211 -0.2667 1.4734

## Properties
E_LUMO ... -4.7716 eV
SMILES ... C#[N+]OCN
M ... 73.07 u
Gap between HOMO and LUMO ... 10.141 eV
Net charge ... +1

***

Stability summary - winner: #ii; margin: 72.7 kJ/mol.

***

#i
2 unconnected molecules or ions with the total composition C2H5N2O, computed with ωB97M-V/def2-TZVPD.

CARTESIAN COORDINATES (ANGSTROEM)
C 1.2605 -0.3883 0.2466
C -0.2344 -0.2722 0.3956
N -0.3817 0.4764 -1.9922
N -1.0700 -0.3901 1.2868
O 1.7553 0.4759 0.9058
H 1.6585 -0.9448 -0.6539
H 0.6110 0.5297 -2.0742
H -0.7653 1.3047 -1.6010
H -0.8254 -0.6799 2.2467
H -2.0085 -0.1115 1.2398

## Properties
E_LUMO (spin up / spin down) ... -7.3205 / -5.7221 eV
M ... 73.07 u
Gap between HOMO and LUMO (spin up / spin down) ... 8.460 / 9.985 eV
Net charge ... +1

***

#ii
2 unconnected molecules or ions with the total composition C2H5N2O, computed with ωB97M-V/def2-TZVPD.

CARTESIAN COORDINATES (ANGSTROEM)
C -1.6834 0.6581 -0.0159
C 1.4581 -1.0189 0.5193
N -2.7635 1.0552 -0.0181
N 0.8314 -0.0858 -0.0484
O -3.9358 1.5885 0.0023
H -0.2832 0.1541 0.0213
H 2.5281 -1.1692 0.3975
H -4.6383 0.9221 -0.0846
H 0.9251 -1.7142 1.1595
H 1.3430 0.5635 -0.6491

## Properties
E_LUMO ... -4.4241 eV
M ... 73.07 u
Gap between HOMO and LUMO ... 11.617 eV
Net charge ... +1

***

Stability summary - winner: #ii; margin: 199.2 kJ/mol.

***

#i
C2H3BrN2S in the gas phase, computed with ωB97M-V/def2-TZVPD.

CARTESIAN COORDINATES (ANGSTROEM)
C -1.1034 0.0291 0.6632
C 0.8446 0.2270 -0.8263
N -0.5753 -1.1877 0.1290
N 0.4113 -1.1042 -0.5727
S -0.1702 1.4736 -0.0784
Br 2.6374 0.1337 0.2216
H -2.2272 -0.0117 0.5732
H -1.0836 0.1456 1.7942
H 1.2662 0.2947 -1.9038

## Properties
E_LUMO ... -0.3051 eV
SMILES ... Br[C@H]1N=NCS1
M ... 167.03 u
Gap between HOMO and LUMO ... 9.076 eV
Net charge ... 0

***

#ii
C2H3BrN2S in the gas phase, computed with ωB97M-V/def2-TZVPD.

CARTESIAN COORDINATES (ANGSTROEM)
C -0.0576 2.5448 -0.2772
C 0.1877 0.1471 -0.1995
N 0.1613 1.3593 -0.0600
N -0.8008 -0.7192 0.1833
S -1.0661 -2.2378 -0.4972
Br 2.0050 -0.6456 -0.3982
H 0.0511 3.1661 0.6179
H 0.1869 -2.7434 -0.5396
H -0.6675 -0.8713 1.1703

## Properties
E_LUMO ... -0.0258 eV
M ... 167.03 u
Gap between HOMO and LUMO ... 8.535 eV
Net charge ... 0

***

Stability summary - winner: #i; margin: 154.1 kJ/mol.